Density functional theory data (ωB97M-V with the def2-TZVPD basis set) for a 14-piece molecular cluster, C42H98N14O14 overall.

Summary:
**Lowest unoccupied orbital energy**: -0.0021 hartree
**Net charge**: 0
**Energy**: -3478.8866 Ha
**ΔE to the lowest compared entry with this formula, charge and spin**: 288.3 kcal per mole
**Frontier orbital gap**: 0.2956 Ha
**Highest occupied orbital energy**: -8.1 eV

Positions of all 168 atoms, in Å:
C 0.13265 -4.84147 0.76209
O 0.36240 -5.55412 -0.18210
N 0.89439 -4.67739 1.84541
C 0.37359 -3.84622 2.92223
C 2.26859 -5.37882 1.91234
H -0.76666 -4.22542 0.91672
H 0.48502 -4.49017 3.79459
H -0.61877 -3.40524 2.82815
H 1.09438 -3.03748 3.04264
H 2.41760 -6.26587 1.29668
H 2.97790 -4.57448 1.71734
H 2.47719 -5.66385 2.94352
C 2.70160 -1.35151 6.63521
O 1.68913 -1.02098 7.28269
N 3.61164 -2.16439 7.04886
C 4.78082 -2.30454 6.13238
C 3.74594 -2.62033 8.42262
H 2.78661 -1.17468 5.55183
H 4.56622 -2.61152 5.10876
H 5.34613 -3.18403 6.44065
H 5.57504 -1.55966 6.18200
H 4.58316 -2.20300 8.98208
H 2.80244 -2.62685 8.96839
H 4.16789 -3.62444 8.46532
C 0.69651 3.59136 -4.84849
O 0.02219 2.63594 -4.38742
N 1.42374 3.42306 -5.93700
C 2.50728 4.39106 -6.23529
C 1.35442 2.24598 -6.71637
H 0.86169 4.53549 -4.30671
H 2.61572 4.48805 -7.31554
H 3.44232 3.99059 -5.84360
H 2.34284 5.40765 -5.87812
H 0.63249 1.49442 -6.39684
H 1.38319 2.57018 -7.75665
H 2.26998 1.65464 -6.72922
C -1.16527 -5.57029 -5.06243
O -1.36075 -6.56634 -5.80846
N -0.36800 -5.57390 -3.98853
C 0.19804 -4.36579 -3.46832
C 0.09668 -6.86961 -3.43779
H -1.50482 -4.56990 -5.37245
H 1.03891 -3.92150 -4.00093
H 0.44375 -4.48461 -2.41304
H -0.60618 -3.63063 -3.49768
H 1.17791 -6.94682 -3.55208
H 0.03475 -6.77821 -2.35339
H -0.18541 -7.85052 -3.82034
C 4.09845 4.49201 -0.43628
O 4.91328 4.70532 -1.31073
N 3.79450 5.37036 0.54468
C 2.81743 4.95746 1.54543
C 4.34729 6.69640 0.57028
H 3.53400 3.54817 -0.38361
H 1.92273 5.56159 1.69595
H 3.38027 4.77129 2.46012
H 2.32957 4.02311 1.26783
H 3.63137 7.40094 0.14698
H 4.65716 6.87999 1.59905
H 5.25082 6.77088 -0.03485
C -5.51426 -3.86172 4.64902
O -5.74254 -4.77101 5.44375
N -4.30936 -3.61585 4.08844
C -4.21788 -2.46099 3.17673
C -3.08546 -4.27417 4.45650
H -6.35209 -3.21145 4.35342
H -3.97559 -2.84889 2.18733
H -3.50721 -1.66269 3.39068
H -5.12474 -1.88372 2.99656
H -2.72489 -4.80656 3.57637
H -2.40694 -3.47962 4.76699
H -3.25592 -4.88392 5.34379
C 0.69917 1.62313 -1.06181
O 1.44007 2.20969 -0.34660
N 0.17632 0.40776 -0.83075
C -0.80052 -0.20676 -1.77710
C 0.45256 -0.52566 0.21735
H 0.27430 2.11483 -1.95057
H -1.76839 0.04347 -1.34268
H -0.81177 -1.27799 -1.97821
H -0.95527 0.32474 -2.71606
H 1.01596 -0.13042 1.06261
H -0.45389 -0.90534 0.68884
H 0.95828 -1.35530 -0.27665
C -1.55538 7.80122 -0.74967
O -1.18418 8.39237 0.28830
N -1.09035 6.56004 -1.06820
C -1.47215 5.93139 -2.29192
C -0.10124 5.78232 -0.22991
H -2.33611 8.07797 -1.47498
H -1.80465 4.94224 -1.97708
H -0.61788 5.72271 -2.93595
H -2.18836 6.48161 -2.90218
H -0.61821 5.00780 0.33663
H 0.69116 5.36134 -0.84876
H 0.28760 6.44619 0.54222
C 2.59387 -0.92565 -2.90515
O 2.18134 -2.03932 -2.83010
N 3.41971 -0.50941 -1.96033
C 3.98871 0.78969 -1.92673
C 4.09727 -1.39103 -0.98099
H 2.43526 -0.14721 -3.66743
H 4.83754 0.78796 -2.61053
H 4.28571 1.18476 -0.95524
H 3.37749 1.54114 -2.42657
H 5.00571 -1.72282 -1.48373
H 4.49925 -0.77210 -0.17884
H 3.57788 -2.27801 -0.61822
C -3.52675 -2.24656 -0.48024
O -2.60511 -3.01271 -0.15444
N -3.94137 -2.14314 -1.81091
C -3.37508 -2.76733 -2.94380
C -4.86585 -1.01616 -2.08058
H -4.01457 -1.51537 0.18278
H -2.71151 -3.58015 -2.64864
H -2.77971 -2.06739 -3.53006
H -4.11885 -3.21309 -3.60426
H -4.55668 -0.16137 -2.68211
H -5.73698 -1.45322 -2.56866
H -5.13196 -0.54753 -1.13313
C 3.89889 0.96491 2.23518
O 4.50805 1.98721 2.47151
N 4.51856 -0.23984 2.42301
C 5.87242 -0.28437 2.79859
C 3.81127 -1.55908 2.65545
H 2.83363 0.96811 1.95696
H 5.86823 0.05776 3.83351
H 6.33481 0.47302 2.16562
H 6.46075 -1.19920 2.72755
H 3.60339 -2.11572 1.74165
H 4.38640 -2.28761 3.22690
H 2.85151 -1.32622 3.11669
C -0.19839 0.28120 3.81913
O 0.97159 -0.09096 4.01123
N -0.56575 1.58884 3.62159
C 0.40552 2.62644 3.60353
C -1.95388 1.88604 3.33754
H -1.11568 -0.32580 3.86717
H 0.42148 3.11503 4.57777
H 0.30796 3.51260 2.97639
H 1.39451 2.19605 3.44617
H -2.33718 2.68474 3.97257
H -2.01719 2.17784 2.28924
H -2.63562 1.07537 3.59474
C -2.78461 -1.57008 -6.99719
O -2.75496 -2.70368 -6.54733
N -1.92022 -0.61090 -6.63628
C -2.13401 0.69895 -7.26284
C -0.92265 -0.74201 -5.59968
H -3.49482 -1.29964 -7.79386
H -2.25816 1.48187 -6.51470
H -3.03992 0.62983 -7.86502
H -1.31048 0.96448 -7.92570
H -0.97885 -1.72825 -5.13895
H 0.11601 -0.52350 -5.84776
H -1.19765 -0.02798 -4.82339
C -5.81375 0.87692 2.52872
O -4.76008 0.71599 1.88213
N -6.54215 1.97986 2.37138
C -7.80655 2.15027 3.15953
C -6.22031 3.04869 1.38667
H -6.23497 0.21476 3.30094
H -7.98092 1.36384 3.89385
H -8.58688 1.93893 2.42843
H -8.09884 3.08853 3.63105
H -5.91690 3.91380 1.97627
H -5.34958 2.74782 0.80409
H -7.07329 3.29105 0.75282

Cartesian forces (eV/Å) of the 6 atoms listed first:
C -0.690 0.375 0.583
O 0.238 -0.403 -0.845
N 1.092 -1.478 -0.672
C 2.353 -0.448 0.727
C -1.295 1.827 1.152
H -0.379 -0.136 -0.760